w) {
  "formula": "C21H23N3O3",
  "method": "ωB97M-V with the def2-TZVPD basis set",
  "symbols": ["O", "O", "O", "N", "N", "N", "C", "C", "C", "C", "C", "C", "C", "C", "C", "C", "C", "C", "C", "C", "C", "C", "C", "C", "C", "C", "C", "H", "H", "H", "H", "H", "H", "H", "H", "H", "H", "H", "H", "H", "H", "H", "H", "H", "H", "H", "H", "H", "H", "H"],
  "xyz": [[0.29, -0.53, -1.66], [-0.24, -0.41, 3.04], [-2.28, -0.45, 1.61], [-2.12, -0.50, -0.66], [-3.60, -0.55, -2.37], [2.10, -0.50, -0.33], [-5.96, -0.54, -2.07], [2.48, -0.38, 3.33], [4.09, -0.43, 1.08], [0.46, -0.43, 1.93], [-1.59, -0.47, 0.58], [-4.82, -0.56, -2.86], [4.64, -0.39, 2.34], [2.70, -0.45, 0.90], [3.81, 1.84, -1.38], [0.72, -0.50, -0.51], [3.00, 0.85, -2.21], [3.85, 3.22, -2.04], [4.66, 4.21, -1.21], [2.87, -0.54, -1.57], [1.89, -0.42, 2.06], [-5.81, -0.51, -0.69], [3.84, -0.37, 3.48], [-0.11, -0.47, 0.67], [-4.53, -0.50, -0.17], [-7.01, -0.49, 0.21], [-3.45, -0.52, -1.05], [4.23, 4.33, -0.22], [-7.65, 0.35, -0.04], [2.00, 1.24, -2.38], [4.28, 3.13, -3.03], [5.69, 3.87, -1.11], [-4.36, -0.47, 0.89], [-4.89, -0.58, -3.94], [-1.44, -0.52, -1.43], [2.83, 3.59, -2.15], [2.31, -1.18, -2.26], [3.37, 1.94, -0.38], [4.83, 1.48, -1.26], [1.82, -0.36, 4.19], [3.47, 0.72, -3.19], [5.72, -0.38, 2.44], [4.67, 5.19, -1.70], [-1.22, -0.42, 2.77], [4.29, -0.33, 4.46], [-7.59, -1.40, 0.08], [4.75, -0.44, 0.23], [-6.71, -0.41, 1.25], [-6.94, -0.55, -2.52], [3.84, -0.99, -1.39]],
  "multiplicity": 1,
  "e_homo_ev": -8.532,
  "smiles": "CCCCCn1c(=O)c(C(=O)Nc2cc(C)ccn2)c(O)c2ccccc21",
  "total_charge": 0
}


x) {
  "formula": "C21H23N3O3",
  "method": "ωB97M-V with the def2-TZVPD basis set",
  "symbols": ["O", "O", "O", "N", "N", "N", "C", "C", "C", "C", "C", "C", "C", "C", "C", "C", "C", "C", "C", "C", "C", "C", "C", "C", "C", "C", "C", "H", "H", "H", "H", "H", "H", "H", "H", "H", "H", "H", "H", "H", "H", "H", "H", "H", "H", "H", "H", "H", "H", "H"],
  "xyz": [[-1.69, -2.35, -0.43], [-2.48, -3.02, -3.75], [1.20, 3.24, 5.12], [-0.82, -0.53, -3.54], [-2.06, -0.89, -3.05], [-3.60, -1.24, -0.89], [-1.28, 1.57, 2.98], [-0.97, -0.34, 1.40], [0.43, 4.23, 5.77], [-2.71, -2.07, -3.04], [-2.45, -1.43, -0.17], [1.48, -0.69, -3.93], [0.24, -2.71, -2.99], [1.40, 1.45, 3.64], [0.18, -1.32, -3.51], [0.88, 0.56, 2.73], [0.58, 2.42, 4.24], [2.23, -0.37, -2.66], [2.34, 0.83, -0.57], [3.42, -1.01, -2.33], [1.70, 0.55, -1.77], [-3.89, -2.07, -2.04], [-2.19, -0.42, 0.86], [3.52, 0.19, -0.25], [-0.76, 2.47, 3.90], [-0.48, 0.60, 2.37], [4.06, -0.73, -1.14], [-2.50, -0.10, -2.60], [0.77, 1.05, -2.02], [1.28, 0.23, -4.48], [2.44, 1.42, 3.92], [-1.42, 3.20, 4.34], [-0.25, -2.75, -2.01], [1.52, -0.18, 2.28], [-4.25, -0.52, -0.63], [3.85, -1.73, -3.02], [4.02, 0.40, 0.68], [-0.37, 3.79, 6.37], [1.91, 1.55, 0.12], [-4.04, -3.11, -1.74], [-0.32, -3.38, -3.64], [-0.25, -1.08, 1.06], [4.99, -1.24, -0.90], [1.26, -3.05, -2.90], [-2.99, 0.27, 1.10], [1.12, 4.76, 6.42], [2.06, -1.37, -4.55], [-2.33, 1.63, 2.73], [0.00, 4.94, 5.05], [-4.79, -1.70, -2.54]],
  "multiplicity": 1,
  "e_homo_ev": -8.370,
  "smiles": "COc1ccc(/C=C/C(=O)NCC(=O)N/N=C(\\C)Cc2ccccc2)cc1",
  "total_charge": 0
}


Energies in kcal/mol, measured from the most stable structure: w) 0.0; x) 79.8.